Entry 1:
Computed, not measured: C29H38F4LaN3 as an isolated structure, with ωB97M-V with the def2-TZVPD basis set.

Last column: Mulliken charge in e.
CARTESIAN COORDINATES (ANGSTROEM)
La  0.087  -0.013  0.166  1.363
C  -2.812  0.846  -0.424  0.758
C  -2.851  0.580  -1.805  0.976
C  -2.665  -0.818  -1.992  0.688
C  -2.448  -1.387  -0.724  0.506
C  -2.525  -0.363  0.246  0.683
C  -2.848  -0.614  1.699  -1.574
C  -2.316  -2.845  -0.380  -1.928
C  -2.890  -1.540  -3.292  -1.595
C  -3.136  1.561  -2.905  -2.208
C  -3.219  2.108  0.280  -1.980
H  -2.516  0.190  2.363  0.306
H  -2.401  -1.535  2.078  0.378
H  -3.928  -0.722  1.840  0.360
H  -2.105  -3.466  -1.251  0.458
H  -3.223  -3.247  0.086  0.380
H  -1.521  -3.055  0.348  0.194
H  -3.956  -1.700  -3.487  0.410
H  -2.435  -2.533  -3.320  0.413
H  -2.509  -0.994  -4.159  0.399
H  -3.872  1.163  -3.609  0.486
H  -2.253  1.816  -3.501  0.245
H  -3.543  2.498  -2.520  0.393
H  -4.275  2.080  0.571  0.404
H  -3.092  3.004  -0.329  0.466
H  -2.661  2.263  1.210  0.164
C  1.703  2.607  -1.331  -1.220
N  0.724  2.622  -0.241  0.799
C  -0.364  3.544  -0.564  -1.218
C  1.386  3.003  1.027  -1.105
C  0.586  2.662  2.266  -0.779
N  0.384  1.218  2.354  0.325
C  0.591  0.556  3.540  0.246
C  0.456  -0.839  3.541  -0.218
F  0.064  -1.420  2.362  -0.111
C  0.722  -1.671  4.597  -0.037
F  0.588  -2.993  4.416  -0.312
C  1.101  -1.160  5.821  -0.664
C  1.186  0.214  5.886  0.203
F  1.527  0.801  7.044  -0.322
C  0.936  1.049  4.812  0.517
F  1.032  2.377  5.039  -0.371
H  2.181  3.586  -1.450  0.434
H  1.209  2.355  -2.272  0.182
H  2.478  1.865  -1.125  0.299
H  0.042  4.546  -0.755  0.412
H  -1.071  3.601  0.256  0.248
H  -0.901  3.203  -1.450  0.201
H  1.601  4.081  1.029  0.275
H  2.332  2.460  1.069  0.462
H  -0.374  3.194  2.256  0.185
H  1.138  3.076  3.104  0.572
H  1.307  -1.791  6.672  0.515
C  0.276  -0.299  -3.568  -0.459
N  0.846  -1.041  -2.447  0.887
C  0.444  -2.443  -2.500  -0.675
C  2.318  -0.946  -2.506  -1.276
C  2.968  -1.482  -1.258  1.006
C  4.109  -2.273  -1.317  -0.980
C  4.711  -2.711  -0.137  -0.521
C  4.176  -2.340  1.090  -0.988
C  3.038  -1.532  1.111  0.297
C  2.383  -1.098  -0.045  -0.397
H  0.631  -0.690  -4.533  0.428
H  0.571  0.751  -3.511  0.070
H  -0.807  -0.348  -3.540  -0.479
H  0.820  -2.920  -3.417  0.402
H  -0.640  -2.514  -2.483  -0.356
H  0.849  -2.981  -1.643  0.272
H  2.556  0.114  -2.630  0.394
H  2.687  -1.452  -3.411  0.309
H  4.530  -2.561  -2.277  0.400
H  5.592  -3.340  -0.178  0.361
H  4.638  -2.667  2.015  0.463
H  2.655  -1.248  2.091  0.181

The total energy is -46889.1555 eV.


Entry 2:
Computed, not measured: a 4-piece molecular cluster, H8O4 overall, with ωB97M-V with the def2-TZVPD basis set.

Last column: Mulliken charge in e.
CARTESIAN COORDINATES (ANGSTROEM)
O  0.963  -2.265  2.117  -0.644
H  0.418  -2.226  2.907  0.311
H  0.455  -1.781  1.455  0.343
O  -2.277  -0.394  0.972  -0.636
H  -2.136  -0.149  1.890  0.301
H  -1.459  -0.132  0.510  0.394
O  0.171  0.052  -0.314  -0.677
H  1.087  0.146  -0.035  0.306
H  0.104  0.581  -1.121  0.321
O  0.883  1.677  -2.700  -0.667
H  1.650  2.258  -2.725  0.317
H  0.141  2.234  -2.956  0.330

The total energy is -8319.9488 eV.


Entry 3:
Computed, not measured: a 6-piece molecular cluster, C21H41FN5O9P overall, with ωB97M-V with the def2-TZVPD basis set.

Last column: Mulliken charge in e.
CARTESIAN COORDINATES (ANGSTROEM)
O  5.587  2.112  -0.109  -0.613
P  4.690  2.660  -1.325  0.298
C  3.996  4.372  -0.839  0.070
C  4.743  5.455  -0.146  0.193
C  6.289  5.584  0.382  -0.175
C  7.397  4.748  -0.489  -0.163
F  8.649  5.524  -0.783  -0.332
C  3.572  6.637  0.023  0.269
O  3.928  7.713  0.764  -0.484
O  2.285  6.336  -0.650  -0.217
C  2.445  4.920  -1.119  0.337
O  1.423  4.248  -1.716  -0.469
H  5.436  2.696  -2.579  0.168
H  3.569  1.715  -1.423  0.132
H  6.581  6.736  0.272  0.287
H  6.370  5.367  1.553  0.311
H  6.910  4.510  -1.531  0.092
H  7.651  3.734  0.082  0.270
C  0.675  7.854  5.118  -0.785
N  2.042  7.779  5.575  -0.156
C  3.182  8.031  4.871  0.712
C  3.048  8.444  3.432  -1.071
O  4.276  7.918  5.419  -0.663
H  0.148  8.579  5.744  0.275
H  0.219  6.870  5.247  0.268
H  0.600  8.156  4.072  0.315
H  2.214  7.506  6.536  0.230
H  4.041  8.610  3.006  0.286
H  2.554  7.654  2.860  0.238
H  2.482  9.377  3.361  0.359
C  -1.856  2.061  -2.071  -0.783
N  -0.985  2.045  -3.223  -0.107
C  -0.932  1.125  -4.227  0.734
C  -1.882  -0.040  -4.171  -0.978
O  -0.122  1.264  -5.142  -0.675
H  -2.434  2.988  -2.096  0.296
H  -1.231  2.051  -1.175  0.258
H  -2.536  1.209  -2.050  0.275
H  -0.316  2.798  -3.331  0.191
H  -1.719  -0.685  -5.039  0.291
H  -1.702  -0.626  -3.266  0.181
H  -2.914  0.318  -4.196  0.333
C  -4.625  -3.263  -0.303  -0.811
N  -3.440  -2.777  -0.968  -0.057
C  -2.500  -3.495  -1.648  0.830
C  -2.680  -4.984  -1.743  -1.131
O  -1.543  -2.918  -2.159  -0.686
H  -5.492  -2.773  -0.754  0.327
H  -4.562  -2.981  0.751  0.259
H  -4.736  -4.345  -0.384  0.272
H  -3.250  -1.783  -0.948  0.163
H  -1.852  -5.415  -2.314  0.178
H  -2.677  -5.426  -0.743  0.328
H  -3.614  -5.216  -2.260  0.361
C  1.266  -8.304  -4.997  -0.851
N  0.224  -7.722  -4.185  -0.150
C  -0.159  -8.075  -2.925  0.749
C  0.566  -9.209  -2.256  -1.309
O  -1.075  -7.468  -2.372  -0.590
H  1.985  -7.518  -5.240  0.286
H  0.810  -8.671  -5.920  0.288
H  1.779  -9.124  -4.494  0.331
H  -0.311  -6.951  -4.567  0.223
H  0.147  -9.372  -1.259  0.272
H  0.441  -10.127  -2.837  0.370
H  1.626  -8.965  -2.150  0.364
C  -5.695  -3.271  5.515  -0.850
N  -4.825  -3.286  4.364  -0.164
C  -4.771  -4.207  3.359  0.810
C  -5.721  -5.371  3.415  -1.296
O  -3.962  -4.068  2.445  -0.681
H  -6.273  -2.344  5.490  0.286
H  -5.071  -3.280  6.412  0.285
H  -6.375  -4.123  5.537  0.327
H  -4.155  -2.534  4.256  0.247
H  -5.558  -6.016  2.547  0.282
H  -5.541  -5.958  4.320  0.384
H  -6.754  -5.013  3.391  0.355

The total energy is -60321.4636 eV.


Entry 4:
Computed, not measured: a 2-piece molecular cluster, C12H22FNO7S overall, with ωB97M-V with the def2-TZVPD basis set.

Last column: Mulliken charge in e.
CARTESIAN COORDINATES (ANGSTROEM)
C  0.438  -0.702  1.728  -1.773
C  0.069  -1.495  0.497  -0.032
F  0.016  -2.852  0.881  -0.468
C  1.010  -1.353  -0.744  2.056
C  0.157  -1.474  -2.029  -1.763
C  -0.632  -0.261  -2.557  -0.162
O  0.270  0.519  -3.341  -0.557
C  -1.348  0.633  -1.510  0.043
N  -1.318  2.032  -1.925  -0.818
C  1.853  -0.058  -0.690  -0.942
C  2.881  0.011  -1.806  -0.859
O  3.909  -0.978  -1.533  -0.430
S  3.415  -2.464  -1.750  1.325
O  4.445  -3.284  -1.213  -0.697
O  2.981  -2.619  -3.108  -0.629
C  2.003  -2.540  -0.670  -1.415
H  -0.330  -0.865  2.483  0.440
H  0.469  0.363  1.504  0.365
H  1.402  -1.008  2.138  0.388
H  -0.951  -1.256  0.202  0.599
H  -0.551  -2.292  -1.857  0.470
H  0.785  -1.798  -2.857  0.523
H  -1.407  -0.679  -3.207  0.525
H  -0.245  1.083  -3.936  0.413
H  -0.954  0.467  -0.506  -0.080
H  -2.400  0.344  -1.467  0.381
H  -1.826  2.591  -1.250  0.284
H  -0.364  2.375  -1.945  0.234
H  2.422  -0.062  0.243  0.566
H  1.245  0.846  -0.681  0.297
H  2.465  -0.189  -2.789  0.430
H  3.401  0.965  -1.839  0.386
H  1.523  -3.485  -0.924  0.522
H  2.432  -2.631  0.327  0.386
O  -2.511  0.509  1.559  -0.471
C  -2.610  1.263  2.472  0.639
O  -3.056  0.934  3.702  -0.330
C  -2.823  2.035  4.588  -0.332
C  -2.734  3.207  3.625  -0.305
O  -2.280  2.575  2.422  -0.301
H  -3.644  2.099  5.296  0.283
H  -1.885  1.861  5.118  0.252
H  -3.706  3.662  3.434  0.275
H  -2.017  3.970  3.916  0.280

The total energy is -42175.9061 eV.


Calculated values (eV) of LUMO level for the records, taken in order: 0.3067; 0.3011; -2.3045; 0.2671.